1.
Entry from OMol25: a structure of composition C3H6NdO3 in a non-equilibrium geometry (ωB97M-V with the def2-TZVPD basis set).

Summary:
HOMO-LUMO gap (spin up / spin down) = 7.52 / 7.65 eV
Net charge = +2
Expectation value of S² = 6.00
Max |F| = 6.899 eV/A
Spin multiplicity = 5
ΔE to the lowest compared entry with this formula, charge and spin = 208.2 kJ/mol
HOMO level (spin up / spin down) = -17.32 / -17.32 eV

Each line ends with the Löwdin spin population.
Element x y z (Å)
H1 -1.6873 1.0081 -0.7955  0.000
O1 -0.7465 0.2835 -1.1450  0.000
C1 -0.7120 -0.2654 0.0068  0.000
O2 0.2736 -0.2726 0.7442  -0.006
Nd1 3.1056 -0.0905 0.8867  4.006
O3 -1.8843 0.2670 0.5507  0.000
C2 -3.1299 -0.3913 0.1611  0.000
C3 -4.2084 0.6596 0.1943  0.000
H2 -3.2966 -1.2071 0.8714  0.000
H3 -2.9960 -0.7871 -0.8532  0.000
H4 -4.1799 1.2254 1.1344  0.000
H5 -5.1939 0.1890 0.0851  0.000
H6 -4.0649 1.3567 -0.6421  0.000


2.
Entry from OMol25: an isolated molecule of C2H2BrClO2 in a non-equilibrium geometry (ωB97M-V with the def2-TZVPD basis set).

Summary:
HOMO-LUMO gap = 8.91 eV
Net charge = 0
Max |F| = 4.859 eV/A
ΔE to the lowest compared entry with this formula, charge and spin = 137.5 kJ/mol
HOMO level = -10.10 eV

Each line ends with the Löwdin charge.
Element x y z (Å)
O1 0.9230 0.3532 -1.5930  0.111
C1 0.2346 -0.0736 -0.7355  -0.576
C2 -0.0239 0.7435 0.9548  -0.501
Br1 1.2924 -0.0809 2.0517  0.666
O2 -0.6250 -1.0779 -0.7238  -0.452
Cl1 -0.6684 -2.2385 -2.0355  0.685
H1 -1.1105 0.5961 1.1494  0.059
H2 -0.0222 1.7782 0.9320  0.007


3.
Entry from OMol25: a structure of composition C23H22AuN6OSeSi in a non-equilibrium geometry (ωB97M-V with the def2-TZVPD basis set).

Summary:
HOMO-LUMO gap (spin up / spin down) = 5.57 / 5.57 eV
Net charge = -1
Max |F| = 1.065 eV/A
ΔE to the lowest compared entry with this formula, charge and spin = 35.1 kJ/mol
HOMO level (spin up / spin down) = -4.37 / -4.37 eV

Each line ends with the Löwdin charge.
Element x y z (Å)
Au1 -1.5374 0.0177 0.0396  1.041
C1 -4.1187 -2.9315 0.6347  -0.039
C2 -2.8303 -3.3343 -0.0260  -0.335
C3 -2.5656 -4.6338 -0.4304  -0.075
C4 -1.3344 -4.8921 -1.0212  -0.105
C5 -0.4250 -3.8857 -1.2217  -0.043
C6 -0.7574 -2.5737 -0.8100  -0.448
N1 -1.9293 -2.3577 -0.1798  0.061
N2 -0.0449 -1.4317 -1.0280  -0.157
Si1 1.6347 -1.2306 -0.8053  0.328
C7 2.7313 -2.1213 -2.0667  -0.191
C8 2.0188 0.5950 -0.9847  -0.185
C9 2.1608 -1.8374 0.8936  -0.173
H1 -4.2489 -3.4668 1.5777  0.075
H2 -4.9690 -3.1813 -0.0044  0.074
H3 -4.1049 -1.8562 0.8257  0.053
H4 -3.3027 -5.4130 -0.2872  0.096
H5 -1.0915 -5.8982 -1.3464  0.097
H6 0.5139 -4.0774 -1.7224  0.083
H7 2.4989 -1.8142 -3.0903  0.018
H8 2.6291 -3.2075 -2.0151  0.006
H9 3.7819 -1.8839 -1.8758  0.020
H10 1.8431 0.9510 -2.0060  0.015
H11 3.0721 0.7857 -0.7557  0.025
H12 1.4052 1.1845 -0.3014  -0.005
H13 1.9918 -2.9148 0.9771  0.022
H14 1.5610 -1.3413 1.6606  0.017
H15 3.2180 -1.6466 1.0992  0.022
Se1 -4.3738 4.1470 -2.5492  1.093
N3 -3.3434 4.0458 -4.0014  -0.255
C10 -2.5321 3.0344 -3.7913  -0.410
C11 -1.5184 2.5905 -4.7014  -0.020
C12 -0.7801 1.5260 -4.3306  -0.044
C13 -1.0176 0.8747 -3.0640  -0.129
N4 -1.9069 1.2367 -2.1943  0.078
C14 -2.6947 2.3150 -2.5328  -0.438
N5 -3.6412 2.7630 -1.7420  -0.211
H16 -1.3795 3.1135 -5.6385  0.111
H17 0.0040 1.1301 -4.9626  0.102
H18 -0.4218 0.0046 -2.7938  0.073
O1 -3.1396 0.7060 0.7278  -0.698
N6 4.6414 4.3446 6.5049  0.129
C15 3.8973 3.8511 5.7787  -0.203
C16 2.9691 3.2359 4.8731  -0.254
C17 1.5956 3.3675 5.0809  -0.038
C18 0.7043 2.7763 4.2084  -0.023
C19 1.1570 2.0393 3.1059  -0.241
C20 2.5409 1.9152 2.9113  -0.021
C21 3.4362 2.5038 3.7807  -0.036
C22 0.2446 1.4277 2.2007  -0.132
C23 -0.5145 0.8942 1.4205  -0.185
H19 1.2374 3.9350 5.9297  0.113
H20 -0.3616 2.8736 4.3628  0.119
H21 2.8949 1.3436 2.0635  0.106
H22 4.5020 2.4021 3.6231  0.114


4.
Entry from OMol25: a cluster of 10 separate species, C38H105N9O11 in total in a non-equilibrium geometry (ωB97M-V with the def2-TZVPD basis set).

Summary:
HOMO-LUMO gap = 8.96 eV
Net charge = 0
Max |F| = 3.014 eV/A
ΔE to the lowest compared entry with this formula, charge and spin = 360.8 kJ/mol
HOMO level = -8.64 eV

Each line ends with the Löwdin charge.
Element x y z (Å)
C1 -20.3746 27.5945 12.2298  -0.139
O1 -20.9435 26.6968 11.3380  -0.218
C2 -21.4650 25.4849 11.9926  -0.137
C3 -21.8147 24.4135 10.8957  -0.480
C4 -22.3009 23.1306 11.4251  -0.079
N1 -20.6704 24.2425 10.0858  0.051
H1 -21.2154 27.9617 12.8183  0.081
H2 -19.9648 28.3917 11.6097  0.079
H3 -19.5859 27.1864 12.8620  0.090
H4 -20.7325 25.1014 12.7030  0.117
H5 -22.3550 25.6905 12.5874  0.122
H6 -22.6336 24.8711 10.3407  0.135
H7 -21.5264 22.7179 12.0716  0.080
H8 -22.5209 22.3165 10.7344  0.084
H9 -23.2208 23.1498 12.0094  0.083
H10 -20.4079 25.1848 9.8343  0.063
H11 -19.9224 23.8644 10.6494  0.081
C5 -25.1538 32.9918 8.3372  -0.118
O2 -26.3735 32.3832 8.6387  -0.176
C6 -26.8561 31.4977 7.6726  -0.201
C7 -28.3129 31.1194 7.8846  -0.459
C8 -28.7783 29.8106 7.2214  -0.059
N2 -29.2163 32.1310 7.4877  0.044
H12 -24.2920 32.3681 8.1000  0.063
H13 -24.7924 33.5654 9.1907  0.084
H14 -25.3167 33.6808 7.5083  0.097
H15 -26.6161 31.9797 6.7248  0.129
H16 -26.2535 30.5929 7.7510  0.106
H17 -28.4185 30.9526 8.9566  0.113
H18 -28.5419 29.8086 6.1573  0.074
H19 -29.8488 29.6131 7.2764  0.072
H20 -28.1349 28.9956 7.5528  0.076
H21 -29.0904 32.9224 8.1025  0.079
H22 -30.1259 31.7975 7.7731  0.068
C9 -18.3109 32.0829 5.0100  -0.095
O3 -18.2731 31.8370 6.3997  -0.197
C10 -18.4672 33.0143 7.1398  -0.210
C11 -18.4908 32.8158 8.6557  -0.445
C12 -19.7155 32.2644 9.3353  -0.062
N3 -18.0483 33.9482 9.3952  0.047
H23 -17.6516 32.8941 4.7009  0.089
H24 -19.3224 32.4036 4.7606  0.072
H25 -18.0975 31.1365 4.5131  0.095
H26 -17.5932 33.6117 6.8801  0.120
H27 -19.2940 33.6099 6.7528  0.105
H28 -17.7165 32.0574 8.7707  0.144
H29 -20.5136 33.0048 9.2816  0.062
H30 -19.4606 32.0087 10.3638  0.074
H31 -20.0560 31.2864 8.9953  0.055
H32 -17.0392 33.9402 9.3556  0.080
H33 -18.3931 34.8311 9.0465  0.074
C13 -22.2728 36.8294 8.0942  -0.115
O4 -22.6594 36.8064 9.4317  -0.201
C14 -21.9173 35.8653 10.2791  -0.149
C15 -22.3691 36.0716 11.7388  -0.481
C16 -23.7947 35.6984 11.9971  -0.058
N4 -22.1363 37.3982 12.1901  0.048
H34 -21.2067 37.0511 8.0453  0.085
H35 -22.8650 37.5063 7.4784  0.097
H36 -22.3501 35.8350 7.6544  0.052
H37 -22.0373 34.8244 9.9790  0.101
H38 -20.8681 36.1529 10.2108  0.115
H39 -21.7039 35.4479 12.3361  0.138
H40 -24.4991 36.2432 11.3685  0.085
H41 -24.0020 35.8543 13.0558  0.083
H42 -23.9890 34.6380 11.8360  0.063
H43 -21.1893 37.6870 11.9902  0.075
H44 -22.5167 37.8607 11.3768  0.065
C17 -22.2232 29.0530 16.3566  -0.116
O5 -22.9483 30.2152 15.9394  -0.183
C18 -23.9046 29.8786 14.8774  -0.154
C19 -24.7649 31.1004 14.5226  -0.416
C20 -25.8827 31.2454 15.5929  -0.047
N5 -25.4310 30.9309 13.2575  0.036
H45 -22.8662 28.2246 16.6539  0.085
H46 -21.6360 29.4494 17.1850  0.084
H47 -21.5679 28.5724 15.6301  0.068
H48 -23.2412 29.7749 14.0188  0.108
H49 -24.6084 29.0738 15.0898  0.123
H50 -24.1798 32.0108 14.3920  0.128
H51 -26.3151 30.2933 15.9006  0.070
H52 -26.6888 31.8998 15.2612  0.071
H53 -25.4393 31.6946 16.4816  0.076
H54 -24.6663 31.0396 12.6067  0.040
H55 -26.0414 31.7247 13.1256  0.093
C21 -22.0795 33.2728 6.6021  -0.110
O6 -23.1352 32.6478 5.9106  -0.205
C22 -22.6767 31.9430 4.7363  -0.177
C23 -23.8362 31.1046 4.2075  -0.415
C24 -24.0654 29.9302 5.1731  -0.058
N6 -23.5515 30.4804 2.9322  0.023
H56 -22.5807 33.8560 7.3746  0.066
H57 -21.3873 33.7854 5.9342  0.087
H58 -21.5321 32.4785 7.1096  0.077
H59 -22.3032 32.6284 3.9756  0.120
H60 -21.7858 31.3710 4.9956  0.118
H61 -24.7557 31.6769 4.0849  0.139
H62 -24.3062 30.2137 6.1977  0.050
H63 -23.2288 29.2384 5.2716  0.061
H64 -24.9331 29.3346 4.8894  0.078
H65 -23.3572 31.1533 2.2044  0.068
H66 -24.3807 30.0426 2.5568  0.073
C25 -22.0217 31.7384 11.9496  -0.076
O7 -22.9912 30.8328 11.4363  -0.240
C26 -22.5350 30.0578 10.2473  -0.135
C27 -23.4346 28.7988 10.1548  -0.418
C28 -23.1216 28.0627 8.8506  -0.034
N7 -24.7697 29.2860 10.0876  0.060
H67 -22.6363 32.1530 12.7486  0.086
H68 -21.7396 32.5867 11.3261  0.070
H69 -21.1340 31.1784 12.2438  0.066
H70 -22.6178 30.6922 9.3648  0.115
H71 -21.4853 29.7842 10.3536  0.102
H72 -23.2562 28.3109 11.1131  0.136
H73 -22.0641 27.8428 8.7037  0.065
H74 -23.4813 28.6727 8.0219  0.064
H75 -23.7088 27.1445 8.8583  0.082
H76 -24.8810 29.8703 10.9038  0.046
H77 -24.8094 30.0340 9.4101  0.058
C29 -30.4956 29.1041 10.3509  -0.076
O8 -29.7332 28.5239 11.4374  -0.176
C30 -28.3840 28.9094 11.5195  -0.251
C31 -27.6777 28.1659 12.6236  -0.397
C32 -28.2401 28.6698 14.0012  -0.047
N8 -26.1887 28.1952 12.6532  0.046
H78 -31.5622 28.9802 10.5381  0.087
H79 -30.1683 28.6332 9.4240  0.069
H80 -30.3267 30.1705 10.2015  0.072
H81 -27.9070 28.5447 10.6097  0.112
H82 -28.1422 29.9715 11.4796  0.123
H83 -27.8570 27.1034 12.4587  0.132
H84 -29.3294 28.6501 14.0350  0.068
H85 -27.9812 29.6993 14.2490  0.049
H86 -27.7967 28.0440 14.7757  0.068
H87 -25.9790 29.1769 12.7648  -0.008
H88 -25.8279 28.0293 11.7245  0.030
C33 -19.7424 28.8914 7.1890  -0.144
O9 -19.3302 27.5633 7.0718  -0.180
C34 -19.5534 27.0225 5.7184  -0.136
C35 -21.0146 26.6101 5.5019  -0.436
C36 -21.4757 25.3946 6.4300  -0.038
N9 -21.2363 26.1069 4.1938  0.017
H89 -19.3853 29.2353 8.1597  0.078
H90 -20.8178 29.0660 7.1557  0.071
H91 -19.1793 29.6080 6.5911  0.069
H92 -19.2859 27.7743 4.9758  0.115
H93 -18.8497 26.1922 5.6595  0.128
H94 -21.7144 27.4357 5.6317  0.105
H95 -20.9420 24.5326 6.0298  0.075
H96 -22.5293 25.1240 6.3608  0.069
H97 -21.2439 25.4672 7.4926  0.047
H98 -22.1182 25.6178 4.1385  0.072
H99 -21.3876 26.8927 3.5777  0.073
O10 -19.0108 30.6242 16.6928  -0.078
C37 -18.6238 30.1952 15.3640  -0.189
C38 -19.5869 30.6987 14.2554  -0.287
O11 -19.4354 32.0248 13.9465  -0.046
H100 -19.1732 29.8724 17.2671  0.069
H101 -17.5991 30.5556 15.2732  0.118
H102 -18.7140 29.1111 15.2953  0.107
H103 -20.6465 30.5720 14.4774  0.106
H104 -19.4132 30.1029 13.3593  0.096
H105 -18.7043 32.0900 13.3277  0.094